This record from OMol25 describes a cluster of 5 separate species, C38H79F4N3O7P in total at a distorted geometry. The level of theory is ωB97M-V/def2-TZVPD.

Properties
orbital gap: 7.38 eV
total charge: +1
HOMO energy: -9.897 eV
multiplicity: 1
lowest unoccupied orbital energy: -2.5 eV

Each line ends with the Löwdin charge.
Geometry (Å):
C 1.28884 -1.32645 6.26452  -0.01
C 0.25255 -0.72473 5.47780  -0.14
C 0.10540 -0.99721 3.91429  -0.15
C 1.31807 -0.30562 3.18112  -0.19
C 1.04892 1.06107 2.34734  -0.07
N 2.24503 1.49618 1.49707  -0.02
C 3.06779 2.28643 2.51021  -0.11
C 2.50604 3.70482 2.97719  -0.06
C 3.05102 4.94649 2.14365  -0.46
N 2.08331 5.98526 1.78153  0.12
O 4.23060 5.13703 1.83523  0.05
C 1.55998 2.20996 0.39901  -0.27
F 0.51432 3.06964 0.84469  0.07
F 0.79177 1.38076 -0.45394  0.09
C 2.43804 3.09009 -0.58884  -0.17
F 1.90374 4.40103 -0.71818  0.04
F 3.78691 3.19923 -0.30217  0.07
C 2.90521 0.13467 1.23602  -0.33
C 3.15425 -0.37942 -0.23688  -0.21
O 3.97112 0.46242 -1.06619  -0.21
C 4.47954 -0.25369 -2.21945  -0.18
C 4.25222 0.61781 -3.56301  -0.18
C 5.62635 1.10989 -4.21523  -0.10
P 4.66965 -0.15064 2.01789  0.95
N 5.85514 0.88835 1.19364  -0.15
O 5.25299 -1.71543 1.71960  -0.28
C 2.13058 -1.06706 2.01181  -0.24
C 1.49627 -2.27506 1.21811  -0.14
C 0.20823 -2.01219 0.33513  -0.17
C -1.20359 -2.03994 1.07247  -0.33
C -1.49416 -3.32485 1.96715  -0.07
C -2.30974 -2.05280 -0.11819  -0.18
C -3.46417 -0.96308 0.10729  -0.18
C -3.18122 0.25911 -0.89189  -0.08
C -3.46865 1.60254 -0.54685  -0.30
C -4.76314 1.95077 0.32080  -0.06
C -2.51030 2.78808 -0.97098  -0.09
H 2.04703 -0.63696 6.74643  0.07
H 1.31681 -2.44093 6.45101  0.07
H -0.47789 -0.02423 5.99736  0.11
H -0.92494 -0.62401 3.62191  0.11
H 0.20751 -2.12998 3.77867  0.12
H 2.12483 -0.13791 3.97689  0.12
H 0.67874 1.74070 3.16546  0.15
H 0.08878 0.78153 1.81853  0.15
H 4.09760 2.57581 2.09651  0.13
H 3.15826 1.69770 3.48321  0.13
H 2.92368 3.87466 4.03199  0.15
H 1.38499 3.77414 3.09627  0.11
H 1.15286 5.56421 1.64336  0.08
H 2.41208 6.37443 0.88195  0.10
H 2.36817 2.66191 -1.64533  0.18
H 2.20380 -0.58531 -0.85052  0.13
H 3.66304 -1.40824 -0.23504  0.12
H 5.59588 -0.42492 -2.10865  0.12
H 3.95336 -1.24170 -2.39665  0.13
H 3.69476 1.55226 -3.20486  0.10
H 3.56508 0.10554 -4.30165  0.10
H 5.46403 2.18986 -4.55539  0.08
H 6.48609 1.16186 -3.46592  0.08
H 5.87953 0.49435 -5.14344  0.06
H 6.48469 1.26856 1.91490  0.04
H 6.40530 0.29097 0.56253  0.04
H 4.55781 -2.36356 1.49442  0.05
H 2.90150 -1.61668 2.66964  0.11
H 2.25218 -2.82051 0.55102  0.12
H 1.21364 -3.06582 1.99957  0.12
H 0.21985 -1.06345 -0.28911  0.10
H 0.16625 -2.86463 -0.43373  0.13
H -1.34443 -1.04362 1.58829  0.10
H -0.67719 -4.11079 1.94779  0.08
H -2.44859 -3.86305 1.64535  0.08
H -1.71802 -2.94984 3.02471  0.07
H -2.71677 -3.08517 -0.32990  0.11
H -1.76587 -1.73057 -1.07519  0.09
H -4.44655 -1.44088 -0.23811  0.11
H -3.58196 -0.63641 1.18521  0.11
H -2.72455 0.07895 -1.91900  0.11
H -4.46676 2.76313 1.05202  0.07
H -5.64449 2.24692 -0.33725  0.09
H -5.10963 1.04898 0.94299  0.06
H -1.51491 2.43333 -1.40107  0.06
H -2.29602 3.38659 -0.02506  0.07
H -3.04735 3.47275 -1.70253  0.08
C -7.87458 -0.78419 3.78935  -0.07
C -7.61210 -0.06008 2.47849  -0.50
C -8.88596 0.08097 1.66032  -0.06
O -6.63911 -0.78221 1.72215  -0.08
H -8.25048 -1.79504 3.60910  0.08
H -6.94950 -0.88873 4.36215  0.08
H -8.60373 -0.24573 4.39867  0.08
H -7.19458 0.92987 2.68230  0.13
H -9.29645 -0.90124 1.40593  0.08
H -8.68133 0.59285 0.71645  0.08
H -9.64552 0.64524 2.20640  0.08
H -7.00022 -1.65805 1.53750  0.09
C 3.69030 0.13460 -8.52773  -0.06
C 2.62303 0.11276 -7.44513  -0.50
C 1.23419 0.30987 -8.03238  -0.06
O 2.88900 1.14463 -6.49551  -0.07
H 3.69825 1.09752 -9.04802  0.09
H 4.68332 0.00294 -8.08963  0.06
H 3.52408 -0.65704 -9.26232  0.08
H 2.66338 -0.83918 -6.90877  0.14
H 1.15781 1.27867 -8.53572  0.08
H 0.47895 0.30306 -7.24239  0.08
H 0.99436 -0.47640 -8.75191  0.08
H 2.85614 1.99094 -6.95855  0.09
C -10.93019 -2.65877 7.77759  -0.06
C -10.66611 -1.93759 6.46525  -0.50
C -11.93968 -1.79435 5.64657  -0.06
O -9.69542 -2.66247 5.71109  -0.07
H -11.30878 -3.66978 7.59745  0.08
H -10.00540 -2.76439 8.35014  0.08
H -11.65818 -2.11743 8.38635  0.08
H -10.24624 -0.94875 6.66760  0.14
H -12.35276 -2.77577 5.39345  0.08
H -11.73336 -1.28440 4.70201  0.07
H -12.69795 -1.22724 6.19153  0.08
H -10.05592 -3.53865 5.52658  0.09
C 8.74836 0.03168 -7.36882  -0.06
C 8.21264 -0.97069 -6.35878  -0.50
C 8.96646 -2.28914 -6.43458  -0.06
O 6.82562 -1.20093 -6.60710  -0.08
H 8.63188 -0.34395 -8.39024  0.08
H 8.19078 0.97002 -7.31104  0.08
H 9.80587 0.24229 -7.19354  0.08
H 8.29662 -0.55680 -5.35041  0.13
H 8.85749 -2.74411 -7.42398  0.08
H 8.56423 -3.00327 -5.71165  0.08
H 10.03051 -2.14790 -6.23139  0.08
H 6.73913 -1.56712 -7.49618  0.09



This record from OMol25 describes a structure of composition C24H40O12PdS3 at a distorted geometry. The level of theory is ωB97M-V/def2-TZVPD.

Properties
orbital gap (alpha / beta): 3.79 / 3.78 eV
total charge: -2
HOMO energy (alpha / beta): -0.312 / -0.308 eV
energy relative to the best compared isomer or geometry (same formula, charge and spin): 0.000 eV
multiplicity: 3
lowest unoccupied orbital energy (alpha / beta): 3.5 / 3.5 eV

Each line ends with the Löwdin charge.
Geometry (Å):
Pd 0.20818 -0.13546 0.15452  1.07
C 2.59370 0.27192 3.09863  -0.07
C 1.52800 -0.79731 2.95958  -0.65
C 1.12034 -1.36159 4.34053  -0.08
O 0.42739 -0.50765 2.22274  -0.29
H 2.91341 0.61842 2.11327  0.04
H 3.45160 -0.17111 3.61565  0.07
H 2.23965 1.16528 3.62476  0.07
H 2.02878 -1.70062 2.51339  0.10
H 0.07206 -1.64455 4.39275  0.07
H 1.15172 -0.50777 5.05254  0.06
H 1.82028 -2.03781 4.83925  0.06
C 2.87329 -3.29967 -0.96589  -0.08
C 2.77731 -1.83641 -0.52211  -0.61
C 4.09662 -1.14841 -0.92104  -0.09
O 1.72714 -1.11204 -1.05163  -0.34
H 2.38044 -4.01246 -0.29628  0.05
H 3.90620 -3.62876 -0.79152  0.06
H 2.54958 -3.35212 -2.00386  0.08
H 2.71515 -1.74534 0.57831  0.10
H 4.05923 -0.09576 -0.61664  0.05
H 4.38902 -1.21304 -1.97207  0.07
H 4.95911 -1.51537 -0.33586  0.06
C -3.80109 -0.01187 -0.01032  -0.03
C -3.05402 0.73755 0.90942  -0.37
C -3.78519 1.55300 1.97883  -0.43
O -3.14095 2.40940 2.59528  -0.06
C -5.16088 1.33130 2.18579  -0.04
C -5.92284 0.46932 1.36933  -0.43
C -5.22295 -0.07911 0.08055  -0.39
O -5.96484 -0.55613 -0.78803  -0.03
O -7.08957 0.11463 1.59742  -0.06
O -1.81776 0.91064 0.78801  -0.11
H -3.36512 -0.52190 -0.86218  0.08
H -5.67680 1.89734 2.95346  0.08
C -0.31039 3.19279 -3.87246  -0.21
C 0.62235 2.25407 -4.67132  -0.22
C 0.59546 0.82812 -4.13367  -0.22
S -0.98469 0.63591 -3.32412  0.67
O -0.78296 0.04224 -2.04479  -0.35
O -1.98999 0.20071 -4.24717  -0.30
C -1.32082 2.39113 -3.07858  -0.20
H -0.66738 3.99641 -4.51815  0.11
H 0.34112 3.74162 -3.18817  0.07
H 1.64984 2.62570 -4.68097  0.10
H 0.42558 2.18510 -5.74923  0.10
H 1.40973 0.66607 -3.42259  0.10
H 0.68701 -0.02712 -4.80484  0.10
H -1.23399 2.56401 -2.00717  0.09
H -2.35590 2.49717 -3.39259  0.10
C 2.58044 3.80883 1.85497  -0.20
C 1.14225 4.35345 1.71274  -0.21
C 0.85549 4.53677 0.24549  -0.20
S 1.65038 3.12188 -0.51911  0.68
O 2.07427 3.50625 -1.84648  -0.33
O 0.85526 1.94516 -0.40984  -0.35
C 3.03758 3.04385 0.61489  -0.20
H 2.58465 3.18128 2.74840  0.09
H 3.26858 4.61169 2.12459  0.11
H 1.10986 5.29058 2.27789  0.11
H 0.33751 3.80057 2.20212  0.13
H 1.48014 5.32636 -0.18079  0.11
H -0.18501 4.55920 -0.06377  0.12
H 3.75661 3.63646 0.04377  0.10
H 3.44186 2.05968 0.81012  0.08
C -1.10181 -5.31722 0.44466  -0.22
C -2.12163 -4.62191 1.37838  -0.21
C -2.95117 -3.71647 0.51427  -0.21
S -1.80705 -2.95357 -0.63407  0.68
O -1.16636 -1.88095 0.07691  -0.36
O -2.42331 -2.85095 -1.91895  -0.29
C -0.65694 -4.34641 -0.63023  -0.21
H -1.54651 -6.20499 -0.02410  0.10
H -0.33027 -5.81612 1.03548  0.10
H -1.52593 -4.12633 2.14468  0.12
H -2.79875 -5.34371 1.83657  0.11
H -3.52962 -2.85251 0.85802  0.11
H -3.61953 -4.29153 -0.13224  0.11
H 0.36906 -4.00093 -0.62397  0.07
H -0.85121 -4.73888 -1.63119  0.10



This record from OMol25 describes a structure of composition C28H28N2NiSi at a distorted geometry. The level of theory is ωB97M-V/def2-TZVPD.

Properties
orbital gap (alpha / beta): 4.77 / 8.44 eV
HOMO energy (alpha / beta): -4.809 / -8.075 eV
energy relative to the best compared isomer or geometry (same formula, charge and spin): 0.008 eV
multiplicity: 3
lowest unoccupied orbital energy (alpha / beta): 0.0 / 0.4 eV

Each line ends with the Löwdin charge.
Geometry (Å):
C -0.25546 -1.69501 -1.59442  -0.16
C 1.06265 -1.77755 -1.03097  -0.14
C 0.97306 -2.56844 0.15360  -0.16
H 1.94783 -1.29066 -1.41120  0.12
C -0.37184 -2.99068 0.30874  -0.13
C -1.13138 -2.45731 -0.77418  -0.13
H -2.17922 -2.64008 -0.97573  0.12
H -0.52285 -1.15885 -2.50429  0.12
H 1.81299 -2.82637 0.80206  0.11
H -0.74175 -3.64642 1.08730  0.12
Ni -0.20227 -0.87069 0.25647  0.35
C 0.71785 0.59383 0.29563  -0.18
H 1.80890 0.46748 0.38715  0.03
H 0.56990 1.05700 -0.70321  0.03
H 0.40782 1.39490 0.97020  0.03
Si 2.34301 3.28064 -0.88244  0.71
C 0.88223 4.38654 -0.54301  -0.30
C 0.85541 5.51711 -1.38871  -0.13
H 1.61113 5.59741 -2.17667  0.09
C -0.07262 6.53840 -1.22267  -0.09
H -0.05117 7.41038 -1.89010  0.10
C -1.03233 6.43161 -0.19978  -0.09
H -1.76572 7.23320 -0.06530  0.10
C -1.03521 5.30521 0.63860  -0.09
H -1.80453 5.21022 1.41476  0.10
C -0.07659 4.29460 0.48833  -0.09
H -0.07348 3.44911 1.17845  0.09
C 3.57364 3.34191 0.48479  -0.31
C 4.47605 4.42934 0.35611  -0.13
H 4.31567 5.17728 -0.42518  0.09
C 5.58257 4.57612 1.18308  -0.09
H 6.30752 5.38533 1.00693  0.11
C 5.77698 3.67040 2.24936  -0.09
H 6.65577 3.78345 2.90521  0.10
C 4.82373 2.65884 2.46459  -0.10
H 4.96261 1.98733 3.32017  0.10
C 3.72264 2.50423 1.61385  -0.10
H 2.98211 1.74536 1.85436  0.08
H 2.73110 3.03342 -2.34205  0.00
H 3.12111 4.21941 -1.74405  -0.05
C 0.19840 -1.26255 4.54203  -0.09
C -0.91234 -0.54710 4.99940  -0.08
C -1.75982 0.06398 4.07242  -0.02
C -1.49856 -0.08566 2.70560  -0.20
N -0.40280 -0.79016 2.28169  0.03
C 0.41975 -1.37150 3.17596  -0.11
C -2.25545 0.58533 1.63381  -0.20
C -3.19947 1.60233 1.83667  -0.03
C -3.66228 2.34579 0.75448  -0.09
C -3.17678 2.06090 -0.52940  -0.08
C -2.28743 0.99490 -0.69285  -0.11
N -1.85182 0.27145 0.36026  0.02
H 0.91181 -1.73076 5.23017  0.10
H -1.11371 -0.44512 6.05840  0.10
H -2.61822 0.67088 4.38098  0.11
H 1.27144 -1.92890 2.76688  0.10
H -3.53499 1.80491 2.85712  0.10
H -4.39623 3.13242 0.91586  0.10
H -3.48104 2.64925 -1.39517  0.10
H -1.88153 0.73129 -1.67764  0.11



This record from OMol25 describes a cluster of 16 separate species, H31O16 in total at a distorted geometry. The level of theory is ωB97M-V/def2-TZVPD.

Properties
orbital gap: 9.03 eV
total charge: -1
HOMO energy: -6.785 eV
energy relative to the best compared isomer or geometry (same formula, charge and spin): 3.688 eV
multiplicity: 1
lowest unoccupied orbital energy: 2.2 eV

Each line ends with the Löwdin charge.
Geometry (Å):
O -2.86079 -3.93142 -2.83870  -0.07
H 0.12985 -2.06980 -0.97189  0.02
H 1.62628 -1.69198 2.71614  0.01
O -3.67910 -1.80906 -0.31164  -0.06
H -2.34867 -3.12370 -2.79032  0.01
H -3.49644 -3.83982 -2.12170  0.02
O 1.34368 4.01246 1.85657  -0.08
H -3.31213 -2.48766 0.26279  0.03
H 1.68963 -1.50365 1.32211  0.03
O 1.39376 -2.23848 1.94960  -0.12
H 2.22087 0.82902 2.41719  0.04
H -3.06643 -1.10098 -0.16033  -0.02
O -0.74108 -2.41828 -0.76399  -0.05
H 3.76944 -2.48183 -3.16464  0.01
H -0.07838 -0.53093 0.39615  -0.09
O -2.91718 3.10471 -0.46084  -0.06
H 2.34281 2.29309 -1.58384  0.03
H -1.40734 -0.68712 1.84709  0.03
O -2.75733 0.50335 -3.99354  -0.05
H -3.01947 -0.30932 -4.42402  0.03
H -2.95358 0.45011 -3.05699  0.02
O -0.50268 0.35594 -1.67386  -0.05
H -0.33755 0.69171 -2.55228  0.04
H 0.60792 3.37813 1.74171  -0.01
O 3.20587 -2.95102 -0.96884  -0.03
H 3.51881 -3.53619 -1.61366  0.00
O 4.24693 -1.76038 -3.60572  -0.06
H -0.67349 -2.30825 0.19887  0.02
H 4.60198 -1.29088 -2.84073  0.04
O 1.90139 2.42530 -0.74322  -0.06
H 1.66576 4.32096 1.02472  0.01
H 1.36587 1.64876 -0.52353  -0.01
O 0.54714 0.00894 0.87770  -0.34
H 0.88720 0.68216 3.10223  0.00
H -2.47792 -0.20943 1.21694  0.04
O 1.23202 3.15731 4.75576  -0.07
H -0.69283 1.90130 2.20121  0.02
H -2.29308 3.82924 -0.50884  0.03
O -2.35307 -0.96540 1.81953  -0.06
H 0.03330 1.32585 1.10527  -0.02
H 0.29500 3.12183 4.55631  0.02
O 1.82443 0.67765 3.28123  -0.05
H 2.86224 -3.03110 -0.08340  0.03
H 0.23430 -0.09295 -1.25607  -0.01
O -0.63221 2.15930 1.26771  -0.16
H 1.54536 3.19817 3.84204  -0.01
H -2.49111 2.29435 -0.74627  0.00



Number 1: electronic energy -79632.3831 eV. Number 2: electronic energy -86087.2180 eV. Number 3: electronic energy -81385.7112 eV. Number 4: electronic energy -33264.1418 eV.